Record 1
The following is a quantum chemistry calculation of a molecular structure, C23H9AlCl76NO2S in a non-equilibrium geometry, from OMol25.

Output
- Multiplicity: 1
- Kohn-Sham gap: 6.33 eV
- Total charge: -1
- HOMO level: -5.39 eV
- E_LUMO: 0.94 eV

Geometry as XYZ:
```
113
Properties=species:S:1:pos:R:3:forces:R:3
C 1.2601 -2.7741 -5.0543 -0.23 0.42 0.51
C -0.3103 -2.2885 -5.1560 1.14 -1.32 0.61
O -1.0734 -3.4483 -4.6095 0.28 0.29 -1.76
C -0.6013 -1.0722 -4.1700 -0.91 0.06 1.08
O -0.4327 0.2637 -4.6349 0.96 -1.26 -0.92
Al 0.3723 0.4999 -6.2738 -0.99 -0.17 0.22
N 1.2622 2.2394 -6.4813 4.43 -1.46 -6.49
C 2.0374 2.0294 -7.5043 -1.95 0.62 4.80
S 3.2448 1.6485 -8.6217 -2.40 0.93 1.82
H 1.8629 -1.9193 -4.5453 -0.78 -1.48 -1.28
H 1.3302 -3.6801 -4.3293 -0.34 1.53 -1.43
H 1.6938 -3.0846 -6.0681 -0.53 0.73 1.49
H -0.6768 -2.1853 -6.2353 0.73 0.52 1.52
H -1.1047 -4.0637 -5.3866 -0.04 0.62 1.27
H -1.7038 -1.1802 -3.8003 1.64 -0.03 -0.73
H 0.0448 -1.2321 -3.2143 -0.87 0.11 -1.53
H -0.7990 0.5141 -7.3835 0.03 -0.03 0.03
H 1.4332 -0.5794 -6.7272 0.26 -0.18 0.28
C 2.1017 -3.4455 -0.6633 -0.18 0.04 -0.43
Cl 1.4519 -3.3713 0.9936 -0.15 -0.48 -1.08
Cl 3.0608 -1.9852 -0.9884 -0.19 -0.28 0.11
Cl 3.1323 -4.8830 -0.8402 -0.28 0.41 0.13
Cl 0.7556 -3.5395 -1.8169 0.26 -0.04 0.50
C 2.3696 -1.5456 4.9411 -0.09 -0.01 0.09
Cl 4.1209 -1.6566 5.2269 -0.25 0.05 -0.12
Cl 1.4990 -2.2979 6.2955 0.20 0.28 -0.15
Cl 1.8976 0.1622 4.8096 0.27 -0.44 -0.13
Cl 1.9575 -2.3843 3.4277 0.29 0.97 0.93
C -3.9815 2.7862 -6.5401 0.59 -0.35 0.06
Cl -2.2294 2.6546 -6.2994 -0.82 0.29 -0.05
Cl -4.8275 1.9846 -5.1961 0.03 0.13 -0.17
Cl -4.4460 4.5046 -6.5916 0.14 -0.47 0.19
Cl -4.4296 2.0034 -8.0728 0.39 -0.43 0.68
C -1.3543 2.6573 6.4052 -0.08 0.02 0.00
Cl -2.4844 2.9617 7.7437 0.16 -0.05 -0.21
Cl -0.3623 4.1055 6.1270 -0.21 -0.39 0.14
Cl -0.3015 1.2863 6.8161 -0.26 0.44 0.11
Cl -2.2681 2.2714 4.9313 0.18 0.07 0.26
C -3.7305 8.7399 -7.4291 0.14 -0.20 0.03
Cl -3.0941 9.1507 -5.8215 -0.14 -0.05 -0.30
Cl -4.6414 10.1240 -8.0768 0.28 -1.29 -0.19
Cl -2.3818 8.3558 -8.5199 -0.30 0.08 0.23
Cl -4.8061 7.3316 -7.2985 0.09 0.73 -0.15
C -3.0798 0.8259 1.0727 0.00 -0.18 -0.26
Cl -3.4489 0.5367 -0.6406 0.10 0.08 0.39
Cl -1.8677 -0.3512 1.6252 -0.19 0.22 -0.05
Cl -2.4395 2.4731 1.2717 -0.11 -0.22 0.00
Cl -4.5623 0.6472 2.0376 0.36 -0.25 0.02
C 5.8988 -7.2026 1.0161 0.00 0.23 -0.05
Cl 4.9338 -7.4065 -0.4594 0.29 -0.21 0.23
Cl 5.4016 -8.4158 2.2188 -0.03 0.22 -0.18
Cl 7.6223 -7.4144 0.6359 -0.42 0.32 -0.14
Cl 5.6347 -5.5733 1.6725 0.08 -0.34 -0.14
C 3.9049 -5.7601 5.8885 -0.06 -0.02 -0.07
Cl 3.1753 -7.2503 6.5280 0.12 0.20 -0.08
Cl 4.1750 -4.6159 7.2216 -0.03 -0.27 -0.18
Cl 5.4589 -6.1461 5.1200 -0.25 0.09 0.24
Cl 2.8083 -5.0301 4.6908 0.48 -0.50 0.39
C 9.6521 -10.9095 2.5561 0.03 -0.07 0.12
Cl 8.2210 -9.8577 2.5012 0.44 -0.56 0.10
Cl 9.4420 -12.2608 1.4204 0.02 0.25 0.18
Cl 11.0920 -9.9714 2.1013 -0.24 -0.14 0.07
Cl 9.8536 -11.5440 4.2040 0.45 -0.29 -0.71
C -4.5377 -4.0914 -3.5857 0.33 0.20 0.14
Cl -5.8840 -4.6754 -2.5801 0.11 0.04 -0.15
Cl -4.2811 -5.2139 -4.9409 -0.07 0.15 0.19
Cl -4.9284 -2.4778 -4.2194 0.08 -0.31 0.09
Cl -3.0610 -4.0002 -2.6051 -0.62 -0.11 0.01
C 8.3268 -9.6302 7.4701 -0.16 0.11 -0.08
Cl 7.9194 -9.8615 5.7569 -0.34 0.46 0.80
Cl 9.5517 -10.8249 7.9550 -0.17 0.16 -0.09
Cl 8.9691 -7.9906 7.7054 -0.10 -0.28 -0.04
Cl 6.8669 -9.8423 8.4621 0.25 0.03 -0.14
C -7.6047 3.5979 0.9728 0.10 0.07 -0.03
Cl -5.8582 3.4929 1.2794 -0.48 0.27 -0.14
Cl -8.4875 2.8551 2.3252 0.20 0.48 -0.21
Cl -8.0796 5.3045 0.8198 0.05 -0.26 0.02
Cl -7.9945 2.7371 -0.5324 0.07 0.13 0.29
C 1.2016 7.4493 4.5002 0.02 0.00 -0.14
Cl 1.9727 6.8567 5.9886 -0.12 0.11 -0.21
Cl 2.4188 8.2470 3.4800 -0.28 -0.24 0.10
Cl 0.4912 6.0814 3.6163 0.19 0.37 0.08
Cl -0.0766 8.6122 4.9178 0.18 -0.22 -0.07
C -10.0858 -1.1915 2.5637 0.13 -0.05 -0.07
Cl -11.5240 -0.1553 2.4296 0.24 -0.15 0.03
Cl -10.2586 -2.5882 1.4779 0.01 0.24 0.20
Cl -8.6422 -0.2614 2.1086 -0.36 -0.54 0.10
Cl -9.9200 -1.7609 4.2396 -0.04 0.10 -0.27
C 9.6139 -3.8101 6.3262 -0.06 0.01 -0.09
Cl 8.1695 -2.7767 6.2588 0.25 -0.21 0.02
Cl 9.4181 -5.1756 5.2053 0.03 0.24 0.20
Cl 11.0435 -2.8619 5.8614 -0.25 -0.18 0.09
Cl 9.8242 -4.4270 7.9805 -0.04 0.09 -0.25
C -5.2989 14.4172 -7.2068 -0.09 0.01 -0.10
Cl -5.1365 12.6969 -7.6265 -0.08 1.40 0.46
Cl -6.7342 14.6448 -6.1827 0.24 -0.02 -0.16
Cl -3.8511 14.9501 -6.3244 -0.26 -0.11 -0.16
Cl -5.4735 15.3772 -8.6933 0.03 -0.12 0.24
C 4.1416 10.5393 6.5921 -0.03 -0.02 -0.06
Cl 2.5984 10.8663 5.7723 0.34 -0.01 0.24
Cl 3.8257 10.0128 8.2603 0.05 0.08 -0.29
Cl 5.0171 9.2592 5.7229 -0.13 0.27 0.21
Cl 5.1256 12.0196 6.6142 -0.16 -0.25 0.00
C -6.5463 3.7010 -10.9274 0.12 0.12 0.18
Cl -5.7584 4.2898 -9.4488 -0.61 0.40 -0.83
Cl -8.1682 3.0892 -10.5315 0.24 0.09 -0.07
Cl -6.6850 5.0328 -12.0980 -0.01 -0.20 0.11
Cl -5.5751 2.3904 -11.6338 -0.16 0.22 0.13
C -2.5307 -3.0822 5.9735 0.00 0.09 -0.11
Cl -2.9099 -3.3519 4.2583 0.09 0.06 0.32
Cl -1.3324 -4.2810 6.5107 -0.23 0.14 -0.07
Cl -1.8703 -1.4451 6.1832 -0.27 -0.38 -0.07
Cl -4.0120 -3.2518 6.9417 0.23 0.02 -0.15
```
Positions in Å, forces in eV/Å.


Record 2
The following is a quantum chemistry calculation of 6 unconnected molecules or ions with the total composition C16H22O24S5 in a non-equilibrium geometry, from OMol25.

Output
- Multiplicity: 1
- Kohn-Sham gap: 5.15 eV
- Total charge: -2
- HOMO level: -1.38 eV
- E_LUMO: 3.76 eV

Geometry as XYZ:
```
67
Properties=species:S:1:pos:R:3:forces:R:3
C -0.4729 -1.2643 0.5878 0.54 1.56 1.47
C -0.5788 -0.8416 -0.7304 0.09 -1.99 -1.77
C -0.1871 0.5859 -1.1816 -1.28 1.03 -1.62
O -0.4352 0.9981 -2.3535 0.12 -0.99 0.64
C 0.3146 1.4751 -0.2443 -0.04 -1.19 0.65
C 0.4195 1.0624 1.1068 0.85 1.46 0.91
C -0.0940 -0.3191 1.6174 -0.54 -0.47 -1.24
O -0.1583 -0.4785 2.8256 0.18 -0.36 0.36
O 0.9213 1.8023 1.9751 0.11 0.00 -0.15
O -0.9183 -1.6748 -1.6294 0.09 0.82 0.26
H -0.8242 -2.2464 0.8769 0.00 -0.06 -0.06
H 0.5862 2.4436 -0.6413 0.19 0.17 0.41
C -1.9862 -6.1788 0.6902 0.40 2.55 -0.49
C -2.4789 -4.7682 1.1705 0.67 -1.26 0.08
O -3.7726 -5.0729 1.7372 -0.12 -0.55 0.50
S -3.6660 -6.4367 2.5660 -0.09 0.24 -0.62
O -4.9023 -7.1551 2.4579 0.84 0.32 -0.23
O -3.1484 -6.1889 3.8748 0.20 -0.29 -0.70
O -2.5196 -7.1200 1.5860 -1.30 -0.10 1.10
H -0.9007 -6.1648 0.7420 0.02 -0.34 0.01
H -2.3111 -6.2437 -0.3495 -0.23 -0.95 0.14
H -2.6124 -4.0678 0.3542 0.00 0.11 0.09
H -1.7775 -4.4187 1.9260 -0.30 0.42 0.13
C 3.3088 -3.1080 0.0358 0.14 -0.07 0.62
C 2.1885 -3.6241 -0.8466 -0.98 0.38 -0.32
O 1.9375 -4.9566 -0.3556 0.26 -0.79 1.19
S 2.1590 -5.0510 1.2527 0.73 1.03 -0.38
O 2.8577 -6.2645 1.5685 -0.10 0.77 -0.54
O 0.9616 -4.7894 1.9910 0.53 0.12 -0.69
O 3.1815 -3.7411 1.3256 -1.50 -1.92 0.23
H 3.2706 -2.0537 0.2957 0.01 0.11 -0.63
H 4.2726 -3.4445 -0.3488 0.05 0.38 -0.15
H 2.4719 -3.6815 -1.8962 0.27 -0.30 0.11
H 1.2264 -3.1010 -0.8542 0.25 0.45 0.50
C -3.2579 2.6103 -0.1411 1.15 -0.64 -0.39
C -3.7080 3.8865 0.5498 -0.92 -0.51 -0.30
O -3.3644 3.7035 1.9396 0.14 -0.35 -0.66
S -3.4171 2.1179 2.2895 -0.28 -2.05 1.10
O -4.6778 1.6893 2.8542 0.48 1.22 -0.84
O -2.2653 1.7600 3.0355 -0.08 0.73 -0.50
O -3.3574 1.5302 0.7891 -0.71 0.86 1.17
H -2.1795 2.6094 -0.3537 -0.25 0.31 -0.37
H -3.8060 2.3263 -1.0388 -0.07 0.21 0.09
H -4.7872 4.0562 0.5077 -0.05 -0.26 -0.07
H -3.2588 4.7310 0.0293 0.49 0.25 0.81
C 3.8501 0.7475 -0.7175 -0.01 -0.42 1.98
C 3.5552 2.0942 -1.3355 0.02 0.24 0.66
O 3.0290 1.7639 -2.6145 0.62 -0.32 -0.42
S 3.7049 0.4148 -3.1995 -3.01 -0.02 0.34
O 4.8108 0.7996 -4.0115 0.34 -0.55 0.18
O 2.6075 -0.3721 -3.7387 2.42 0.88 0.83
O 4.2000 -0.1670 -1.7490 -0.15 0.23 -2.07
H 3.0010 0.3587 -0.1454 -0.25 0.11 -0.42
H 4.6927 0.7281 -0.0196 0.01 0.40 -0.19
H 4.4343 2.7488 -1.3169 0.13 -0.21 -0.82
H 2.7907 2.6456 -0.7903 -0.24 -0.41 0.03
C 0.2429 5.0679 -2.0166 -0.29 -0.64 0.64
C -0.3178 4.8445 -0.5844 1.53 -0.31 -0.31
O -0.8256 6.1064 -0.1759 0.86 2.03 -0.34
S 0.2878 7.2424 -0.7087 -1.03 -2.60 -0.69
O 1.5161 7.1369 0.0244 -0.97 0.49 -0.20
O -0.4063 8.4712 -0.9217 0.62 -0.54 0.24
O 0.5128 6.4610 -2.1262 -0.30 1.71 0.56
H -0.5338 4.7470 -2.7104 0.27 0.38 -0.40
H 1.1862 4.5640 -2.2137 -0.23 -0.37 0.11
H 0.4945 4.5799 0.0950 -0.28 -0.37 0.10
H -1.0868 4.0843 -0.6170 -0.04 0.21 0.34
```
Positions in Å, forces in eV/Å.